{"formula": "C3H13NO2", "method": "wB97M-V/def2-TZVPD", "species": ["C", "C", "C", "N", "H", "H", "H", "H", "H", "H", "H", "H", "H", "O", "H", "H", "O", "H", "H"], "xyz": [[0.830, 2.514, -0.116], [0.530, 1.044, -0.430], [-1.026, 0.895, -0.320], [-1.609, -0.371, -0.728], [1.878, 2.634, 0.163], [0.332, 2.843, 0.797], [0.613, 3.179, -0.949], [0.980, 0.680, -1.346], [0.983, 0.464, 0.376], [-1.365, 1.682, -0.958], [-1.287, 1.018, 0.725], [-1.339, -1.137, -0.133], [-1.636, -0.551, -1.718], [-0.088, -2.724, 2.078], [-0.702, -3.427, 1.829], [0.163, -3.033, 2.961], [1.223, -2.106, -0.854], [0.492, -1.819, -1.408], [1.026, -1.784, 0.033]], "mulliken_charge": [-1.3662, -0.0848, -0.6320, -0.5377, 0.3864, 0.3190, 0.3575, 0.3134, 0.1492, 0.3794, 0.3171, 0.1862, 0.2512, -0.6011, 0.3165, 0.2916, -0.6546, 0.3233, 0.2856], "gap_ev": 9.4335, "mol_weight_g_mol": 95.142, "fmax_ha_per_bohr": 0.0433, "relative_energy_kj_mol": 79.8, "e_lumo_ev": 0.6, "multiplicity": 1}

{"formula": "C2H9N4", "method": "wB97M-V/def2-TZVPD", "species": ["C", "C", "N", "N", "N", "N", "H", "H", "H", "H", "H", "H", "H", "H", "H"], "xyz": [[-0.528, 0.842, -1.192], [0.270, 0.704, 0.042], [-1.031, 0.667, 0.152], [1.122, 1.549, 0.582], [1.076, -1.372, 0.232], [-2.186, 0.081, 0.541], [-0.731, 1.784, -1.773], [-0.706, -0.019, -1.715], [2.108, 1.582, 0.277], [1.140, 1.463, 1.624], [0.519, -1.359, 1.091], [1.042, -2.325, -0.198], [2.091, -1.263, 0.544], [-2.180, -0.710, -0.086], [-2.989, 0.649, 0.497]], "mulliken_charge": [-0.8298, 0.6619, 0.2317, -0.3581, -0.7362, -0.6132, 0.2588, 0.3381, 0.3353, 0.3184, 0.3194, 0.2588, 0.2805, 0.2585, 0.2759], "gap_ev": 10.4491, "mol_weight_g_mol": 89.122, "fmax_ha_per_bohr": 0.0803, "relative_energy_kj_mol": 474.8, "e_lumo_ev": -4.0, "charge": 1, "multiplicity": 1}

{"formula": "C21H45N10O20", "method": "wB97M-V/def2-TZVPD", "species": ["C", "C", "C", "C", "C", "C", "C", "C", "C", "C", "C", "O", "O", "C", "N", "H", "H", "H", "H", "H", "H", "H", "H", "H", "H", "H", "H", "H", "H", "H", "H", "H", "H", "C", "N", "O", "O", "H", "H", "H", "C", "N", "O", "O", "H", "H", "H", "C", "N", "O", "O", "H", "H", "H", "C", "N", "O", "O", "H", "H", "H", "C", "N", "O", "O", "H", "H", "H", "C", "N", "O", "O", "H", "H", "H", "C", "N", "O", "O", "H", "H", "H", "C", "N", "O", "O", "H", "H", "H", "C", "N", "O", "O", "H", "H", "H"], "xyz": [[6.649, 0.688, 1.169], [6.198, 1.619, 2.414], [6.845, 3.092, 2.111], [4.617, 1.853, 2.520], [3.772, 0.566, 2.977], [2.192, 0.843, 2.729], [1.228, -0.384, 2.634], [-0.305, -0.171, 2.391], [-0.815, 1.285, 2.217], [-2.367, 1.503, 1.929], [-2.702, 2.977, 1.336], [-2.977, 3.006, 0.102], [-2.707, 4.158, 2.156], [0.217, 2.424, 2.330], [1.637, 2.175, 2.592], [5.816, -0.044, 0.900], [6.859, 1.408, 0.292], [7.636, 0.147, 1.425], [6.636, 1.286, 3.418], [7.793, 3.029, 1.472], [6.985, 3.693, 3.076], [6.055, 3.644, 1.466], [4.369, 2.702, 3.265], [4.182, 2.180, 1.496], [4.078, -0.364, 2.373], [3.865, 0.293, 4.081], [1.606, -1.453, 2.736], [-0.981, -1.086, 2.349], [-2.991, 1.409, 2.889], [-2.671, 0.725, 1.135], [-3.075, 3.837, 3.016], [-0.172, 3.494, 2.205], [2.219, 3.022, 2.676], [-6.281, -0.013, 0.065], [-5.709, -0.847, 1.152], [-6.465, -1.594, 1.744], [-4.511, -0.721, 1.374], [-7.344, -0.228, -0.020], [-6.118, 1.031, 0.331], [-5.759, -0.273, -0.856], [-2.445, 0.318, -3.122], [-3.208, -0.692, -2.345], [-4.426, -0.648, -2.410], [-2.556, -1.497, -1.695], [-3.149, 0.962, -3.646], [-1.849, 0.894, -2.416], [-1.813, -0.218, -3.830], [-2.492, 4.834, -3.094], [-1.798, 3.897, -4.017], [-1.185, 2.966, -3.517], [-1.893, 4.127, -5.211], [-2.323, 4.508, -2.069], [-2.073, 5.827, -3.258], [-3.554, 4.808, -3.337], [-1.597, -4.305, 0.876], [-0.415, -4.384, 1.775], [0.183, -5.441, 1.823], [-0.128, -3.371, 2.404], [-1.731, -5.268, 0.387], [-2.463, -4.062, 1.492], [-1.402, -3.524, 0.142], [1.729, -0.909, -3.044], [1.007, -1.171, -4.316], [1.438, -2.057, -5.033], [0.031, -0.475, -4.549], [2.569, -1.597, -2.970], [2.076, 0.124, -3.071], [1.025, -1.069, -2.228], [-1.328, -2.170, 5.495], [-1.984, -0.902, 5.910], [-2.346, -0.812, 7.068], [-2.114, -0.039, 5.051], [-1.281, -2.837, 6.350], [-1.930, -2.606, 4.697], [-0.326, -1.922, 5.145], [-1.570, 3.162, -8.007], [-2.286, 2.895, -9.281], [-1.850, 2.005, -9.994], [-3.261, 3.588, -9.521], [-0.729, 2.476, -7.926], [-1.223, 4.195, -8.035], [-2.275, 3.005, -7.194], [1.980, -3.296, -7.951], [2.669, -4.231, -8.879], [3.281, -5.163, -8.382], [2.569, -3.997, -10.071], [2.153, -3.625, -6.928], [2.400, -2.304, -8.113], [0.918, -3.319, -8.189], [0.258, -4.010, 9.654], [0.768, -3.848, 8.267], [0.358, -2.890, 7.625], [1.560, -4.684, 7.871], [-0.434, -3.199, 9.871], [-0.247, -4.974, 9.708], [1.116, -3.975, 10.326]], "mulliken_charge": [-1.1640, 0.3856, -1.2542, -1.1280, -0.4346, 0.3062, -0.9655, -0.1267, 0.3831, 0.1742, 0.0243, -0.4901, -0.4586, -0.4875, 0.0556, 0.2994, 0.3184, 0.2946, 0.3606, 0.3553, 0.3242, 0.3117, 0.3327, 0.4455, 0.2797, 0.3410, 0.4274, 0.5661, 0.3818, 0.0810, 0.3907, 0.3851, 0.3089, -0.5910, 0.8439, -0.5097, -0.4775, 0.3094, 0.2697, 0.1788, -0.7328, 0.9568, -0.6316, -0.5030, 0.3027, 0.2885, 0.3304, -0.5873, 0.8921, -0.5227, -0.5248, 0.1065, 0.3234, 0.3102, -0.7461, 0.8762, -0.4924, -0.5160, 0.3087, 0.2947, 0.2670, -0.8020, 0.9345, -0.4758, -0.6148, 0.3246, 0.3043, 0.2658, -0.6164, 0.9473, -0.5244, -0.5551, 0.2885, 0.2758, 0.2147, -0.6221, 0.8704, -0.5247, -0.5238, 0.3058, 0.2647, 0.2437, -0.7063, 0.8647, -0.5152, -0.5180, 0.3187, 0.2717, 0.2851, -0.6901, 0.8178, -0.5383, -0.5009, 0.3062, 0.2927, 0.2826], "gap_ev": 7.6407, "mol_weight_g_mol": 757.641, "fmax_ha_per_bohr": 0.1038, "e_lumo_ev": -4.5, "charge": 1, "multiplicity": 1}

{"formula": "C5H7HgO3", "method": "wB97M-V/def2-TZVPD", "species": ["C", "C", "C", "O", "Hg", "H", "H", "O", "C", "H", "H", "H", "C", "O", "H", "H"], "xyz": [[-1.003, -0.872, 3.424], [-1.907, -0.909, 4.460], [-1.454, -1.307, 5.754], [-2.032, -1.050, 6.828], [-1.989, -1.243, 9.229], [-2.959, -0.579, 4.419], [-0.499, -1.869, 5.773], [-0.270, -2.686, -0.877], [-0.894, -1.793, 0.014], [0.264, -3.301, -0.368], [-0.095, -1.249, 0.552], [-1.683, -2.336, 0.566], [-1.659, -0.605, -0.754], [-2.807, -0.280, -0.570], [-1.142, -0.331, -1.701], [-1.518, -0.408, 2.453]], "mulliken_charge": [-0.3924, 0.0579, -0.1358, -0.3980, -0.0105, 0.3403, 0.3205, -0.5272, -0.2983, 0.3130, 0.2539, 0.3041, 0.0672, -0.4398, 0.3400, 0.2050], "gap_ev": [7.0583, 5.3879], "mol_weight_g_mol": 315.698, "fmax_ha_per_bohr": 0.1068, "relative_energy_kj_mol": 214.6, "e_lumo_ev": [-0.9, -2.6], "multiplicity": 2}

{"formula": "C6H14NS", "method": "wB97M-V/def2-TZVPD", "species": ["C", "C", "C", "S", "H", "H", "H", "H", "H", "H", "H", "C", "C", "C", "N", "H", "H", "H", "H", "H", "H", "H"], "xyz": [[-0.493, 0.471, -3.041], [-1.752, -0.276, -2.588], [-1.566, -0.740, -1.113], [-0.071, -1.843, -0.826], [-0.196, 1.222, -2.281], [-0.563, 0.886, -4.050], [0.338, -0.251, -3.039], [-2.642, 0.345, -2.754], [-1.911, -1.213, -3.136], [-2.560, -1.181, -0.858], [-1.512, 0.203, -0.546], [0.041, 2.416, 3.122], [1.057, 1.364, 2.783], [1.131, 0.695, 1.609], [2.001, -0.339, 1.230], [-0.725, 2.434, 2.344], [-0.447, 2.096, 4.037], [0.443, 3.416, 3.272], [1.815, 1.147, 3.559], [0.358, 0.898, 0.853], [1.572, -1.029, 0.600], [2.647, -0.704, 1.964]], "mulliken_charge": [-0.9857, -0.4874, -0.6099, -0.6207, 0.2275, 0.3332, 0.2875, 0.3393, 0.2254, 0.2766, 0.1378, -0.9682, -0.2417, 0.2271, -0.4152, 0.2867, 0.2499, 0.2505, 0.2152, -0.0500, 0.1308, 0.1912], "gap_ev": 6.6068, "mol_weight_g_mol": 132.252, "fmax_ha_per_bohr": 0.0302, "relative_energy_kj_mol": 43.1, "e_lumo_ev": 3.8, "charge": -1, "multiplicity": 1}

{"formula": "CBrClFI", "method": "wB97M-V/def2-TZVPD", "species": ["C", "F", "Cl", "Br", "I"], "xyz": [[-0.193, -0.202, -0.230], [0.304, 0.321, -1.325], [1.552, 1.480, 1.240], [0.512, -1.843, 0.200], [-2.175, 0.243, 0.116]], "mulliken_charge": [0.0383, -0.0373, -0.4502, 0.1361, 0.3131], "gap_ev": [6.7530, 6.5841], "mol_weight_g_mol": 273.270, "fmax_ha_per_bohr": 0.0383, "relative_energy_kj_mol": 226.4, "e_lumo_ev": [-2.7, -2.8], "multiplicity": 1}